No. 1
C4H3Cl2N | ωB97M-V/def2-TZVPD

Properties
structure (SMILES) = Clc1cc[nH]c1Cl
HOMO-LUMO gap = 0.3402 hartree
energy relative to the best compared isomer or geometry (same formula, charge and spin) = 0.820 eV

Geometry as XYZ:
```
10
Properties=species:S:1:pos:R:3:mulliken_charge:R:1
C 0.22 0.94 0.65 0.26
C 0.18 -0.32 1.19 -0.41
C -0.05 -1.27 0.17 -0.42
C 0.02 0.75 -0.67 0.05
H 0.29 -0.68 2.23 0.35
H -0.16 -2.34 0.02 0.38
H -0.38 -0.76 -1.97 0.28
N -0.02 -0.57 -0.98 -0.10
Cl -0.16 2.39 1.42 -0.20
Cl 0.05 1.87 -2.05 -0.20
```

No. 2
H4N4O2S | ωB97M-V/def2-TZVPD

Properties
HOMO-LUMO gap = 0.3636 hartree
energy relative to the best compared isomer or geometry (same formula, charge and spin) = 0.521 eV

Geometry as XYZ:
```
11
Properties=species:S:1:pos:R:3:mulliken_charge:R:1
N 0.08 1.22 0.69 -0.27
N 2.54 0.78 -0.67 -0.61
N 1.62 -1.05 0.34 -0.49
N 2.07 -0.09 -0.05 0.83
O -1.50 -1.45 0.58 -0.64
O -1.62 0.74 -1.33 -0.47
S -1.31 0.95 0.37 0.36
H -0.71 -1.61 -0.05 0.39
H 2.86 1.53 -0.04 0.28
H -2.52 0.62 -1.32 0.31
H -1.51 -1.63 1.49 0.32
```

No. 3
C35H70Cl2N6O11PS | ωB97M-V/def2-TZVPD

Properties
HOMO-LUMO gap = 0.2412 hartree
net charge = -1

Geometry as XYZ:
```
126
Properties=species:S:1:pos:R:3:mulliken_charge:R:1
C 2.65 -3.57 4.36 -1.03
C 2.86 -4.96 3.78 -0.27
O 1.76 -5.33 2.97 -0.39
C 2.08 -5.49 1.59 0.57
C 0.82 -5.78 0.80 -1.79
P 0.83 -5.02 -0.97 3.21
C 2.43 -5.92 -1.48 -1.75
C 3.61 -5.00 -1.85 0.81
C 4.66 -4.62 -0.77 -1.05
C 4.92 -3.11 -0.53 -0.09
O 4.38 -2.53 0.64 -0.40
C 3.25 -1.68 0.51 0.13
C 0.66 -4.24 -2.72 -1.88
C 0.65 -2.71 -2.68 -0.33
C 1.59 -2.06 -3.70 -0.92
C 1.93 -0.60 -3.38 -0.85
S 3.72 -0.30 -3.24 -0.27
C 3.82 0.34 -1.63 0.33
N 3.15 1.30 -1.08 -0.47
N 3.64 1.40 0.23 -0.35
C 4.56 0.51 0.33 0.05
O 4.75 -0.20 -0.79 -0.14
O -0.74 -4.28 -0.62 -0.58
C -1.84 -5.13 -0.66 -0.35
C -3.08 -4.42 -1.17 -1.27
C -3.34 -3.13 -0.36 0.38
C -4.46 -3.28 0.67 -1.20
C -5.88 -3.44 0.14 -0.47
O -6.57 -2.18 0.03 -0.41
C -6.14 -1.32 -0.92 0.58
C -6.21 0.11 -0.49 -0.70
O -5.74 -1.70 -1.98 -0.58
C -1.42 -6.45 -1.39 0.84
Cl -2.04 -7.87 -0.40 -0.25
Cl -2.30 -6.66 -3.04 -0.26
O -0.14 -6.49 -1.58 -0.72
H 2.44 -2.87 3.55 0.17
H 3.55 -3.22 4.88 0.35
H 1.81 -3.56 5.05 0.33
H 2.98 -5.70 4.57 0.35
H 3.79 -4.97 3.19 0.25
H 2.58 -4.59 1.24 -0.42
H 2.80 -6.32 1.50 0.23
H -0.03 -5.40 1.37 0.25
H 0.71 -6.86 0.70 0.44
H 1.57 -3.88 -0.52 -0.97
H 2.16 -6.48 -2.38 0.59
H 2.74 -6.68 -0.75 0.62
H 4.16 -5.51 -2.64 0.52
H 3.23 -4.07 -2.30 -0.82
H 5.63 -5.01 -1.11 0.46
H 4.45 -5.10 0.18 0.24
H 4.62 -2.53 -1.41 0.03
H 6.00 -2.97 -0.43 0.30
H 3.06 -1.44 -0.55 -0.78
H 2.35 -2.15 0.91 0.20
H 3.44 -0.75 1.05 0.66
H -0.29 -4.60 -3.11 0.61
H 1.44 -4.60 -3.40 0.84
H 0.90 -2.35 -1.67 0.22
H -0.36 -2.36 -2.88 0.37
H 2.51 -2.65 -3.78 0.53
H 1.11 -2.09 -4.68 0.37
H 1.44 -0.26 -2.46 0.39
H 1.60 0.07 -4.18 0.60
H 5.16 0.29 1.19 0.60
H -2.07 -5.45 0.37 0.04
H -3.04 -4.22 -2.24 0.38
H -3.92 -5.11 -1.04 0.39
H -3.53 -2.29 -1.03 0.00
H -2.42 -2.88 0.17 0.29
H -4.23 -4.17 1.27 0.35
H -4.45 -2.43 1.37 0.44
H -5.91 -3.97 -0.82 0.34
H -6.48 -4.01 0.85 0.35
H -5.31 0.37 0.07 0.24
H -7.06 0.26 0.17 0.46
H -6.30 0.74 -1.37 0.13
C -4.28 0.79 -4.02 -1.06
C -5.19 1.99 -3.89 0.72
O -5.63 2.34 -2.81 -0.65
N -5.51 2.66 -5.03 -0.17
C -5.09 2.37 -6.38 -0.84
H -4.14 0.37 -3.03 0.08
H -4.72 0.03 -4.66 0.35
H -3.31 1.07 -4.43 0.42
H -6.13 3.45 -4.87 0.24
H -4.54 3.22 -6.81 0.28
H -5.94 2.16 -7.03 0.28
H -4.44 1.51 -6.39 0.33
C -6.01 3.63 0.88 -1.12
C -5.72 2.85 2.15 0.79
O -6.00 1.67 2.25 -0.62
N -5.12 3.52 3.17 -0.19
C -4.71 4.90 3.22 -0.83
H -6.47 2.96 0.17 0.14
H -6.68 4.46 1.08 0.40
H -5.09 4.02 0.45 0.35
H -4.95 2.94 3.98 0.24
H -3.64 4.99 3.38 0.28
H -5.22 5.44 4.03 0.28
H -4.96 5.39 2.28 0.31
C 5.45 6.17 3.04 -1.20
C 5.28 4.70 2.73 0.85
O 5.45 3.83 3.58 -0.67
N 4.92 4.38 1.46 -0.01
C 4.68 5.27 0.35 -0.87
H 5.73 6.26 4.09 0.30
H 6.23 6.61 2.42 0.35
H 4.53 6.72 2.86 0.27
H 4.81 3.39 1.30 0.13
H 3.65 5.16 -0.02 0.28
H 5.36 5.07 -0.48 0.27
H 4.81 6.30 0.67 0.35
C 3.74 10.74 3.66 -1.27
C 2.88 9.61 3.15 0.76
O 3.36 8.60 2.67 -0.63
N 1.53 9.75 3.27 -0.17
C 0.79 10.86 3.82 -0.84
H 4.78 10.46 3.50 0.26
H 3.53 11.66 3.13 0.36
H 3.58 10.91 4.73 0.37
H 1.01 8.96 2.91 0.23
H 0.18 10.54 4.67 0.28
H 0.12 11.30 3.07 0.28
H 1.47 11.63 4.16 0.31
```

No. 4
C27H52EuOP2Si | ωB97M-V/def2-TZVPD

Properties
2S+1 = 7
HOMO-LUMO gap (spin up / spin down) = 0.2762 / 0.3043 hartree
net charge = +1

Geometry as XYZ:
```
84
Properties=species:S:1:pos:R:3:lowdin_spin:R:1
Eu 0.07 -0.39 1.93 6.09
C -0.39 -2.80 2.84 -0.01
C 0.96 -2.90 2.39 -0.01
C 0.89 -1.37 4.13 -0.01
C -0.44 -1.85 3.91 -0.01
C 1.76 -2.03 3.21 -0.01
C -1.57 -3.46 2.20 0.00
H -1.34 -3.87 1.20 0.00
H -2.42 -2.76 2.06 0.00
H -1.93 -4.29 2.82 0.00
C -1.68 -1.22 4.45 0.00
H -2.55 -1.41 3.79 0.00
H -1.61 -0.12 4.52 0.00
H -1.91 -1.60 5.46 0.00
C 1.25 -0.20 4.98 0.00
H 1.32 -0.48 6.04 0.00
H 0.50 0.61 4.92 0.00
H 2.21 0.25 4.67 0.00
C 3.22 -1.83 3.09 0.00
H 3.79 -2.40 3.85 0.00
H 3.51 -0.77 3.21 0.00
H 3.61 -2.14 2.10 0.00
C 1.48 -3.77 1.31 0.00
H 1.91 -4.72 1.68 0.00
H 2.26 -3.27 0.72 0.00
H 0.68 -4.04 0.59 0.00
C -1.81 0.36 -5.35 0.00
C -1.73 -0.97 -5.40 0.00
C -0.76 -1.79 -6.19 0.00
C 0.54 -1.07 -6.64 0.00
C 1.34 -0.53 -5.49 0.00
C 1.23 0.65 -4.88 0.00
C 0.29 1.77 -5.21 0.00
C -0.96 1.38 -6.03 0.00
H -1.23 -2.21 -7.10 0.00
H 0.32 -0.34 -7.42 0.00
H -0.47 -2.66 -5.58 0.00
H -0.68 1.13 -7.06 0.00
H -2.65 0.83 -4.80 0.00
H -2.50 -1.58 -4.91 0.00
H -1.57 2.29 -6.09 0.00
H -0.05 2.22 -4.26 0.00
H 1.97 0.92 -4.10 0.00
H 0.82 2.57 -5.75 0.00
H 1.17 -1.84 -7.10 0.00
H 2.14 -1.23 -5.20 0.00
P -0.92 -0.58 -0.60 -0.01
P 2.08 0.87 0.53 -0.01
C 0.05 0.70 -1.57 0.00
C 0.93 1.68 -0.73 0.00
H -0.71 1.28 -2.15 0.00
H 0.69 0.14 -2.27 0.00
H 1.65 2.23 -1.37 0.00
H 0.31 2.42 -0.18 0.00
C 2.76 2.16 1.61 0.00
H 3.38 1.67 2.37 0.00
H 1.98 2.70 2.17 0.00
H 3.36 2.87 1.03 0.00
C 3.39 -0.02 -0.33 0.00
H 3.84 0.61 -1.10 0.00
H 2.96 -0.93 -0.78 0.00
H 4.14 -0.37 0.39 0.00
C -2.61 0.06 -0.32 0.00
H -3.10 -0.61 0.40 0.00
H -3.15 0.03 -1.28 0.00
H -2.65 1.06 0.14 0.00
C -0.95 -2.15 -1.47 0.00
H 0.06 -2.60 -1.41 0.00
H -1.25 -2.00 -2.52 0.00
H -1.62 -2.86 -0.96 0.00
C -2.86 3.22 1.66 0.00
Si -1.54 2.82 2.95 0.00
C -0.11 4.07 2.93 0.00
C -2.22 2.55 4.70 0.00
O -0.93 1.39 2.51 -0.02
H -3.28 4.19 1.98 0.00
H -3.65 2.44 1.65 0.00
H -2.43 3.30 0.64 0.00
H -0.59 5.02 3.24 0.00
H 0.69 3.79 3.64 0.00
H 0.33 4.18 1.92 0.00
H -3.02 1.79 4.70 0.00
H -1.42 2.23 5.40 0.00
H -2.61 3.55 4.98 0.00
```

Number 1: DFT total energy -30730.5951 eV. Number 2: DFT total energy -20950.8373 eV. Number 3: DFT total energy -114062.8984 eV. Number 4: DFT total energy -76670.5396 eV.